# 1
The following is a quantum chemistry calculation of 2 unconnected molecules or ions with the total composition C4H11N3O2 at a distorted geometry, from the OMol25 dataset.

Last columns: bonded neighbours and bond lengths (Å).
CARTESIAN COORDINATES (ANGSTROEM)
1 C -0.3294 -1.5992 -1.2728  N4 1.442, H11 1.091, H12 1.092, C14 1.710
2 C 0.0854 0.6669 1.6367  N3 1.378, N5 1.272, O15 1.415
3 N -0.0211 0.7627 3.0073  C2 1.378, H6 1.006, H7 1.007
4 N 0.9666 -1.9609 -0.7543  C1 1.442, H9 1.013, H10 1.014
5 N 1.1771 0.7474 0.9892  C2 1.272, H8 1.013
6 H -0.9381 0.7004 3.4168  N3 1.006
7 H 0.7746 1.0124 3.5709  N3 1.007
8 H 2.0048 0.6736 1.5691  N5 1.013
9 H 0.9239 -2.1350 0.2430  N4 1.013
10 H 1.6948 -1.3381 -1.0851  N4 1.014
11 H -1.0997 -2.2801 -0.9067  C1 1.091
12 H -0.2788 -1.7122 -2.3578  C1 1.092
13 C 0.0329 0.9933 -1.8046  C14 1.488, H18 1.089, H19 1.086, H20 1.096
14 C -0.9153 0.0068 -1.2189  C1 1.710, C13 1.488, O16 1.208
15 O -1.0924 1.1687 1.0340  C2 1.415, H17 0.980
16 O -2.1051 0.1002 -1.0357  C14 1.208
17 H -1.7048 0.4616 0.7431  O15 0.980
18 H -0.4888 1.9163 -2.0552  C13 1.089
19 H 0.5323 0.5903 -2.6813  C13 1.086
20 H 0.7811 1.2248 -1.0377  C13 1.096

Summary:
relative energy (zero: lowest compared OMol25 entry of this formula, charge and spin): 60.4 kcal/mol
total charge: 0
DFT total energy: -12890.211 eV
SMILES string: [H]/N=C(\N)O.CC(=O)CN
orbital gap: 8.78 eV
HOMO energy: -8.20 eV

---

# 2
The following is a quantum chemistry calculation of C9H15N3 in the gas phase at a distorted geometry, from the OMol25 dataset.

Last columns: bonded neighbours and bond lengths (Å).
CARTESIAN COORDINATES (ANGSTROEM)
1 C -4.9933 -1.1321 0.0193  N10 1.349, N11 1.310, H13 1.070
2 C -4.7587 0.9207 -0.2608  N10 1.309, N12 1.353, H14 1.071
3 C -1.2394 0.3766 0.6917  C4 1.618, C5 1.376, H15 1.087
4 C 0.3262 0.5839 1.0440  C3 1.618, C9 1.533, H16 1.087, H17 1.090
5 C -2.3800 1.0619 0.3404  C3 1.376, N12 1.384, H18 1.080
6 C 1.1957 -1.6091 0.1459  C9 1.530, H19 1.087, H20 1.088, H21 1.088
7 C 2.6653 0.4024 0.2628  C9 1.533, H22 1.088, H23 1.087, H24 1.089
8 C 0.8129 0.3235 -1.4062  C9 1.531, H25 1.087, H26 1.088, H27 1.087
9 C 1.2348 -0.0863 0.0070  C4 1.533, C6 1.530, C7 1.533, C8 1.531
10 N -5.6665 -0.0193 -0.3400  C1 1.349, C2 1.309
11 N -3.7330 -0.9240 0.3090  C1 1.310, N12 1.341
12 N -3.5755 0.3960 0.1320  C2 1.353, C5 1.384, N11 1.341
13 H -5.4442 -2.1014 0.0664  C1 1.070
14 H -4.9115 1.9586 -0.4747  C2 1.071
15 H -1.4450 -0.6884 0.7666  C3 1.087
16 H 0.4565 0.1361 2.0256  C4 1.087
17 H 0.5375 1.6517 1.0972  C4 1.090
18 H -2.4321 2.1322 0.2083  C5 1.080
19 H 0.1903 -1.9940 -0.0052  C6 1.087
20 H 1.5368 -1.9123 1.1341  C6 1.088
21 H 1.8477 -2.0688 -0.5936  C6 1.088
22 H 2.9722 0.1822 1.2832  C7 1.088
23 H 3.3594 -0.0866 -0.4168  C7 1.087
24 H 2.7350 1.4775 0.1063  C7 1.089
25 H 1.5606 0.0071 -2.1294  C8 1.087
26 H 0.7084 1.4044 -1.4741  C8 1.088
27 H -0.1390 -0.1296 -1.6720  C8 1.087

Summary:
relative energy (zero: lowest compared OMol25 entry of this formula, charge and spin): 21.3 kcal/mol
total charge: 0
DFT total energy: -14045.637 eV
SMILES string: CC(C)(C)C/C=C/n1cncn1
orbital gap: 9.69 eV
HOMO energy: -8.90 eV

---

# 3
The following is a quantum chemistry calculation of 2 unconnected molecules or ions with the total composition C5H16N3 at a distorted geometry, from the OMol25 dataset.

Last columns: bonded neighbours and bond lengths (Å).
CARTESIAN COORDINATES (ANGSTROEM)
1 C -2.6877 -0.5611 -1.1548  N3 1.497, H11 1.082, H12 1.086, H13 1.087
2 C -0.3017 -0.9671 -1.2948  N3 1.317, N4 1.341, N5 1.340
3 N -1.5178 -1.4570 -1.4188  C1 1.497, C2 1.317, H6 1.010
4 N 0.7667 -1.7576 -1.1130  C2 1.341, H7 1.011, H8 1.008
5 N -0.0544 0.3492 -1.3499  C2 1.340, H9 1.007, H10 1.005
6 H -1.6493 -2.4533 -1.3224  N3 1.010
7 H 0.7267 -2.7602 -1.2393  N4 1.011
8 H 1.7013 -1.4284 -1.2972  N4 1.008
9 H -0.8007 1.0251 -1.3212  N5 1.007
10 H 0.8452 0.7877 -1.4448  N5 1.005
11 H -3.5577 -1.2047 -1.1651  C1 1.082
12 H -2.7309 0.1318 -1.9902  C1 1.086
13 H -2.5722 -0.0906 -0.1820  C1 1.087
14 C 0.8630 0.9784 1.8056  C15 1.499, C16 1.531, H17 1.086, H18 1.162
15 C 1.1157 2.2082 0.9869  C14 1.499, H19 1.106, H20 1.090, H22 1.084
16 C 1.6151 0.7938 3.1261  C14 1.531, H21 1.088, H23 1.087, H24 1.132
17 H 0.7902 0.0811 1.1982  C14 1.086
18 H -0.1503 1.1997 2.3300  C14 1.162
19 H 2.0569 2.0811 0.4193  C15 1.106
20 H 0.3842 2.2727 0.1817  C15 1.090
21 H 1.3497 -0.0487 3.7608  C16 1.088
22 H 1.1379 3.0405 1.6811  C15 1.084
23 H 1.6845 1.7311 3.6718  C16 1.087
24 H 2.6446 0.5341 2.7349  C16 1.132

Summary:
relative energy (zero: lowest compared OMol25 entry of this formula, charge and spin): 34.6 kcal/mol
total charge: +2
2S+1: 2
DFT total energy: -9895.324 eV
⟨S²⟩: 0.7530
orbital gap (alpha / beta): 11.78 / 4.75 eV
HOMO energy (alpha / beta): -18.21 / -18.21 eV

---

> Among the records above, which one has the highest relative energy (zero: lowest compared OMol25 entry of this formula, charge and spin)?

C4H11N3O2